Computed, not measured: 11 unconnected molecules or ions with the total composition C42H80BrN2O12S, with ωB97M-V/def2-TZVPD.

Structure (XYZ):
```
138
Properties=species:S:1:pos:R:3:forces:R:3
C -8.91216 -1.64274 -1.06883 0.0 0.0 -0.1
O -9.35006 -1.44710 -2.40294 0.0 0.2 -0.1
C -9.10097 -2.54776 -3.24332 0.1 -0.4 -0.1
C -7.73739 -2.46370 -3.91463 0.3 0.2 0.4
C -7.55909 -1.14363 -4.65733 0.1 -0.2 -0.4
N -6.14160 -0.73860 -4.72424 -0.5 -0.1 0.1
C -5.23515 -1.51080 -5.40329 0.4 -0.3 -0.4
C -4.04033 -0.90250 -5.32896 -0.2 0.1 0.2
N -4.24141 0.23947 -4.58874 0.1 0.6 0.0
C -3.19544 1.18128 -4.22629 -0.1 0.0 0.0
C -2.64160 0.83374 -2.85657 0.0 1.2 -0.3
O -2.65917 -0.25487 -2.43895 -0.1 -1.8 0.7
Br -1.87747 2.28470 -1.90796 0.1 0.4 0.0
C -5.53355 0.33988 -4.22016 0.3 -0.6 -0.3
C -6.13990 1.44461 -3.43924 0.0 0.0 0.3
C -7.08864 1.02191 -2.29436 0.0 0.1 0.2
C -6.55467 1.40282 -0.91579 0.1 -0.1 0.1
S -5.36440 0.20960 -0.24085 0.4 0.0 0.0
H -7.93135 -2.12095 -1.02674 0.1 0.0 0.0
H -8.83300 -0.66313 -0.60655 -0.1 0.1 0.1
H -9.62851 -2.24968 -0.51728 -0.1 -0.1 0.1
H -9.87922 -2.59326 -4.00266 -0.2 0.1 0.0
H -9.14366 -3.47604 -2.67097 -0.1 -0.1 0.0
H -7.60692 -3.30888 -4.58557 0.0 -0.1 -0.1
H -6.95666 -2.54790 -3.15533 0.0 0.0 0.1
H -7.85906 -1.27028 -5.69475 -0.2 0.2 -0.1
H -8.15927 -0.36571 -4.20380 0.1 0.2 0.0
H -5.47696 -2.41598 -5.92703 -0.2 0.0 0.0
H -3.09047 -1.18998 -5.73370 0.1 0.1 0.0
H -2.36455 1.06759 -4.91811 0.0 0.1 -0.2
H -3.55947 2.19898 -4.27064 0.0 0.1 -0.1
H -6.64436 2.12623 -4.12288 -0.1 0.0 -0.1
H -5.33029 2.01497 -2.99118 0.2 0.1 -0.1
H -7.26987 -0.04687 -2.30875 0.0 -0.1 0.0
H -8.05815 1.50124 -2.41537 -0.1 0.0 -0.2
H -7.36502 1.53198 -0.20666 -0.1 0.0 0.1
H -6.02318 2.35094 -0.94918 0.0 0.2 0.0
H -6.21653 -0.52666 0.47506 -0.2 -0.1 0.0
C 1.28342 2.28570 -0.02511 -0.2 0.0 -0.1
C 1.14268 3.75531 0.25622 0.1 0.0 0.0
O 0.37761 4.43715 -0.39736 -0.1 0.0 0.0
C 1.97719 4.31919 1.36787 -0.2 0.3 -0.1
H 0.64632 2.07512 -0.87852 0.1 -0.3 0.0
H 2.31218 2.04261 -0.27365 0.1 0.0 0.1
H 0.97355 1.69903 0.84289 0.1 0.0 0.0
H 3.03302 4.16993 1.13987 0.0 -0.1 0.1
H 1.74663 3.80897 2.30336 0.1 -0.1 0.0
H 1.77760 5.38402 1.47128 0.0 0.0 0.0
C 3.06852 4.52227 -3.64564 0.0 0.1 0.2
C 3.54418 3.26543 -2.95869 -0.1 0.0 -0.1
O 3.63503 3.20908 -1.75252 0.1 0.0 0.1
C 3.87678 2.08595 -3.83322 0.1 0.0 0.2
H 2.85201 5.28670 -2.90338 0.0 0.0 0.0
H 3.83609 4.88575 -4.33055 0.0 0.0 -0.1
H 2.16481 4.31325 -4.22032 0.0 0.0 -0.1
H 4.67300 2.34720 -4.53191 -0.1 0.0 -0.1
H 3.00071 1.78246 -4.40623 0.0 0.0 -0.1
H 4.20307 1.25129 -3.21935 0.0 0.0 0.0
C 1.30102 0.37093 4.91828 0.0 0.0 -0.2
C 2.12645 1.62063 4.77867 0.0 0.0 0.1
O 2.39605 2.08823 3.69156 0.0 0.0 0.0
C 2.60243 2.24869 6.06006 0.1 0.1 -0.3
H 1.02432 0.00239 3.93108 0.0 0.0 0.0
H 1.87955 -0.39614 5.43487 -0.1 0.0 0.1
H 0.39884 0.57181 5.49846 0.1 -0.1 0.1
H 3.21739 1.54465 6.61966 -0.1 0.0 0.1
H 1.74636 2.51785 6.67950 0.0 -0.1 0.1
H 3.18677 3.14014 5.84631 0.0 0.0 0.0
C 0.26925 -3.49965 3.93893 0.0 0.0 0.2
C 1.70617 -3.13841 4.23746 0.0 0.0 -0.2
O 2.07677 -2.88500 5.35898 0.0 -0.1 0.1
C 2.65353 -3.09898 3.06346 0.1 0.0 0.2
H -0.31195 -3.48979 4.85796 0.0 0.0 0.0
H -0.15630 -2.78095 3.23664 0.0 0.0 -0.1
H 0.21854 -4.49330 3.49126 0.0 0.0 -0.1
H 2.31027 -2.36681 2.33026 0.0 0.0 -0.1
H 2.69337 -4.07790 2.58264 -0.1 0.0 -0.1
H 3.64807 -2.82340 3.40447 0.0 0.0 0.0
C 4.84383 1.74875 1.32822 0.0 -0.1 0.0
C 5.94800 0.84639 1.80698 0.0 0.1 0.0
O 5.90841 -0.35294 1.64163 0.0 0.0 0.1
C 7.11168 1.50607 2.50509 0.0 -0.2 0.0
H 4.07370 1.15189 0.84761 0.0 0.0 0.0
H 4.40461 2.28255 2.17304 0.0 0.1 0.0
H 5.23251 2.47268 0.60930 0.0 0.1 0.0
H 6.76085 2.03864 3.39033 0.0 0.1 0.0
H 7.58738 2.22513 1.83663 0.0 0.1 0.0
H 7.83784 0.75294 2.80114 0.0 0.0 0.0
C 7.12232 -2.68597 -0.26643 -0.1 0.2 -0.2
C 7.38584 -2.50726 -1.74059 0.1 -0.1 0.0
O 6.92646 -1.57902 -2.36622 -0.1 0.0 0.0
C 8.25563 -3.54727 -2.40952 0.0 0.1 -0.1
H 6.48830 -1.88369 0.09939 0.0 0.0 0.0
H 6.63043 -3.64569 -0.09332 0.1 -0.1 0.0
H 8.06466 -2.67488 0.28337 0.0 -0.1 0.0
H 7.80224 -4.53495 -2.30905 0.1 0.0 0.1
H 9.23835 -3.57226 -1.93679 0.0 -0.1 0.1
H 8.37018 -3.30773 -3.46404 0.0 0.0 0.0
C -2.06806 -1.89367 8.62959 -0.1 0.2 -0.1
C -0.90511 -1.19727 7.96421 0.1 0.0 0.0
O -1.02383 -0.09785 7.47147 -0.1 0.1 0.0
C 0.41043 -1.93128 7.93894 0.0 0.2 0.1
H -2.95155 -1.26200 8.57965 0.0 0.0 0.0
H -2.27159 -2.84197 8.12961 0.0 -0.1 0.1
H -1.83051 -2.10118 9.67378 0.0 -0.1 0.0
H 0.31738 -2.86459 7.38547 0.0 -0.1 0.1
H 0.72731 -2.16100 8.95816 0.0 -0.1 0.0
H 1.16542 -1.31790 7.45946 0.0 0.0 0.0
C 1.54385 2.81294 10.13262 0.1 -0.1 -0.1
C 2.92009 3.36627 9.84473 -0.1 0.0 0.1
O 3.60086 2.93167 8.94616 0.0 0.0 0.0
C 3.40069 4.48753 10.73349 0.1 0.0 -0.1
H 1.31305 2.01573 9.42944 0.0 0.0 0.0
H 1.50473 2.41965 11.14954 0.0 0.1 0.0
H 0.79621 3.60231 10.04082 0.0 0.0 0.1
H 3.42946 4.15514 11.77220 -0.1 0.0 0.0
H 2.72121 5.33828 10.66349 0.0 0.0 0.1
H 4.39666 4.79548 10.42614 0.0 0.0 0.0
C 1.96804 -2.46602 -3.44385 0.0 0.2 -0.1
C 3.15731 -1.94182 -4.21669 0.1 -0.1 0.1
O 3.14491 -0.84693 -4.72891 -0.1 0.0 -0.1
C 4.35752 -2.84756 -4.30749 0.1 0.1 -0.1
H 1.17400 -1.72231 -3.44593 0.0 0.0 0.0
H 1.60443 -3.38945 -3.89774 0.0 -0.1 0.1
H 2.25786 -2.67883 -2.41394 0.0 -0.1 0.0
H 4.08721 -3.78163 -4.80394 0.0 0.0 0.1
H 4.72889 -3.07246 -3.30714 0.0 -0.1 0.0
H 5.14426 -2.35231 -4.86976 0.0 0.0 0.0
C -1.94277 -2.04969 -9.49240 -0.1 -0.2 0.1
C -3.30916 -1.62839 -9.01416 0.1 0.0 -0.1
O -4.06497 -2.40915 -8.47907 0.0 0.1 0.2
C -3.68799 -0.18149 -9.22660 -0.2 -0.1 0.1
H -1.79452 -3.10698 -9.28891 0.0 0.0 0.0
H -1.85058 -1.87406 -10.56481 0.1 0.1 0.0
H -1.17030 -1.47151 -8.98218 0.0 0.1 -0.1
H -3.65535 0.06307 -10.28860 0.1 0.1 0.0
H -2.98639 0.47142 -8.70353 0.1 0.0 -0.1
H -4.69412 -0.00784 -8.85107 0.0 0.0 0.0
```
Positions in Å, forces in eV/Å.

E_HOMO = -10.455 eV
Net charge = +1
Energy above the lowest of the compared OMol25 structures with the same formula, charge and spin = 0.0 kcal per mole
Frontier orbital gap = 8.3 eV
E = -153273.5543 eV

Mulliken atomic charge list, values in e, 8 entries: C -0.70; O -0.39; C -0.87; C -0.39; C -1.27; N 0.26; C -0.76; C -0.61